(1)
Here is a 3-piece molecular cluster, C35H53Cl2FN3O7P overall in a non-equilibrium geometry from OMol25. Energies are from wB97M-V/def2-TZVPD.

Highest occupied orbital energy = -8.4 eV
Structure (SMILES) = C#CCc1c(C(=O)NC(=O)F)c(C)c(P(O)O)c2nc(/C(Cl)=C(\C)Cl)c(CCCCCCCCCCCOC)nc12.CC(C)O.CC(C)O
LUMO = -1.72 eV
2S+1 = 1

Last column: Mulliken charge in e.
Element x y z (Å)
C (5.07, -3.27, 2.37)  -0.231
C (5.20, -2.99, 1.08)  -0.289
C (4.92, -2.91, -0.52)  -0.504
C (4.10, -1.54, -0.90)  0.122
C (4.80, -0.49, -1.82)  0.352
C (6.27, -0.69, -2.43)  -0.595
O (6.40, -1.48, -3.44)  -0.492
N (7.53, -0.10, -1.91)  -0.123
C (7.34, 1.26, -1.34)  0.498
O (6.93, 1.43, -0.16)  -0.393
F (7.68, 2.46, -2.09)  -0.261
C (3.99, 0.82, -2.20)  0.617
C (4.63, 1.93, -3.17)  -1.614
C (2.51, 1.06, -1.64)  0.493
P (1.69, 2.69, -2.15)  0.058
O (0.02, 2.76, -1.74)  -0.366
O (1.74, 2.94, -3.87)  -0.450
C (1.84, -0.07, -0.68)  0.032
N (0.50, 0.21, -0.18)  -0.128
C (-0.02, -0.84, 0.68)  -0.434
C (-1.49, -0.60, 1.33)  -0.437
Cl (-3.06, -1.17, 0.56)  -0.027
C (-1.61, 0.12, 2.59)  0.310
C (-0.27, 0.68, 3.29)  -0.767
Cl (-3.31, 0.37, 3.28)  -0.199
C (0.81, -2.16, 0.96)  0.795
C (0.09, -3.27, 1.94)  -0.789
C (-0.47, -4.55, 1.12)  -0.687
C (-1.94, -4.33, 0.49)  -0.091
C (-2.67, -5.66, -0.03)  -0.668
C (-4.30, -5.47, -0.02)  -0.715
C (-4.86, -4.70, -1.33)  -0.583
C (-5.39, -3.17, -1.02)  -0.147
C (-6.96, -2.99, -1.44)  -0.814
C (-7.50, -1.67, -0.65)  -0.396
C (-8.75, -0.94, -1.41)  -0.640
C (-9.77, -0.30, -0.29)  -0.307
O (-9.34, 1.08, -0.10)  -0.327
C (-9.49, 1.52, 1.28)  -0.557
N (2.13, -2.50, 0.49)  -0.368
C (2.61, -1.39, -0.31)  0.348
H (4.79, -3.44, 3.48)  0.344
H (5.95, -2.96, -1.03)  0.370
H (4.32, -3.83, -0.90)  0.343
H (8.05, -0.73, -1.28)  0.382
H (4.02, 1.89, -4.17)  0.342
H (5.72, 1.74, -3.47)  0.365
H (4.42, 2.96, -2.71)  0.404
H (-0.46, 1.99, -2.17)  0.307
H (0.84, 2.81, -4.26)  0.291
H (0.56, -0.11, 3.34)  0.232
H (0.11, 1.55, 2.60)  0.222
H (-0.52, 1.18, 4.30)  0.342
H (0.97, -3.67, 2.59)  0.395
H (-0.66, -2.80, 2.67)  0.347
H (0.31, -4.93, 0.34)  0.272
H (-0.57, -5.43, 1.89)  0.365
H (-2.59, -3.84, 1.33)  0.178
H (-1.83, -3.54, -0.35)  0.143
H (-2.38, -5.84, -1.13)  0.272
H (-2.45, -6.55, 0.66)  0.323
H (-4.81, -6.51, 0.00)  0.329
H (-4.67, -4.91, 0.92)  0.338
H (-4.14, -4.67, -2.22)  0.340
H (-5.81, -5.26, -1.70)  0.393
H (-5.29, -2.95, 0.11)  0.098
H (-4.78, -2.44, -1.66)  0.208
H (-7.51, -3.91, -1.01)  0.295
H (-7.07, -2.90, -2.59)  0.304
H (-7.79, -2.04, 0.41)  0.296
H (-6.63, -0.90, -0.58)  0.108
H (-8.31, -0.11, -2.10)  0.266
H (-9.31, -1.73, -2.06)  0.349
H (-10.84, -0.36, -0.71)  0.253
H (-9.66, -0.97, 0.64)  0.274
H (-9.66, 0.67, 2.04)  0.269
H (-8.48, 2.02, 1.58)  0.195
H (-10.31, 2.31, 1.45)  0.234
C (8.83, 3.41, 2.36)  -1.151
C (10.16, 2.80, 1.95)  0.349
C (10.93, 3.73, 1.03)  -1.163
O (9.94, 1.56, 1.29)  -0.533
H (8.19, 3.58, 1.49)  0.263
H (8.29, 2.72, 3.02)  0.295
H (8.97, 4.35, 2.89)  0.385
H (10.76, 2.59, 2.84)  0.308
H (10.37, 3.92, 0.10)  0.271
H (11.88, 3.28, 0.73)  0.307
H (11.14, 4.69, 1.51)  0.368
H (9.41, 1.73, 0.50)  0.285
C (-2.73, 4.48, 0.66)  -1.045
C (-2.26, 5.92, 0.55)  0.322
C (-2.99, 6.66, -0.57)  -1.211
O (-0.86, 5.93, 0.31)  -0.535
H (-2.52, 3.94, -0.27)  0.228
H (-2.19, 3.96, 1.45)  0.251
H (-3.80, 4.43, 0.86)  0.386
H (-2.44, 6.44, 1.50)  0.313
H (-2.79, 6.18, -1.53)  0.284
H (-2.63, 7.69, -0.64)  0.320
H (-4.07, 6.67, -0.40)  0.360
H (-0.71, 5.47, -0.52)  0.328

(2)
Here is C35H53FeN7SSb as an isolated structure from OMol25. Energies are from wB97M-V/def2-TZVPD.

Highest occupied orbital energy = -8.9 eV
Net charge = +1
LUMO = -1.52 eV
2S+1 = 1

Last column: Mulliken charge in e.
Element x y z (Å)
Fe (0.17, 0.05, 0.04)  -0.598
C (-0.18, 0.97, 2.97)  -1.120
N (0.41, -0.13, 2.17)  1.315
C (-0.18, -1.39, 2.69)  -1.139
C (1.87, -0.21, 2.38)  1.034
C (2.40, -0.39, 3.65)  -0.250
C (3.76, -0.59, 3.84)  -1.076
C (4.58, -0.65, 2.72)  -0.883
C (4.07, -0.45, 1.45)  -1.600
C (2.70, -0.17, 1.24)  -1.023
N (2.09, 0.12, 0.05)  2.043
C (2.68, 0.62, -1.08)  -0.037
C (3.98, 1.14, -1.20)  -1.327
C (4.45, 1.63, -2.41)  -0.995
C (3.66, 1.60, -3.55)  -1.136
C (2.36, 1.13, -3.44)  -0.330
C (1.86, 0.68, -2.23)  0.468
N (0.48, 0.20, -2.10)  1.357
C (0.37, -1.10, -2.82)  -1.234
C (-0.47, 1.11, -2.78)  -1.631
H (-0.12, 0.74, 4.04)  0.462
H (-1.23, 1.08, 2.69)  0.027
H (0.33, 1.90, 2.77)  0.313
H (-0.09, -1.44, 3.78)  0.618
H (0.34, -2.24, 2.26)  0.325
H (-1.23, -1.44, 2.42)  -0.053
H (1.74, -0.39, 4.51)  0.349
H (4.16, -0.72, 4.83)  0.442
H (5.63, -0.86, 2.83)  0.453
H (4.72, -0.55, 0.60)  0.729
H (4.62, 1.21, -0.34)  0.554
H (5.46, 2.02, -2.46)  0.420
H (4.03, 1.96, -4.50)  0.447
H (1.73, 1.13, -4.32)  0.382
H (0.49, -0.94, -3.89)  0.555
H (-0.61, -1.54, -2.63)  0.115
H (1.15, -1.77, -2.47)  0.275
H (-0.27, 1.17, -3.85)  0.542
H (-0.41, 2.11, -2.35)  0.414
H (-1.47, 0.72, -2.66)  0.222
N (2.32, 2.94, 1.22)  -0.080
C (1.30, 3.41, 0.49)  -0.137
S (-0.05, 2.46, 0.10)  0.317
N (1.37, 4.70, 0.14)  -0.057
C (0.44, 5.41, -0.67)  -0.086
C (-0.14, 6.57, -0.18)  -0.664
C (-1.02, 7.29, -0.98)  -0.569
C (-1.32, 6.85, -2.26)  -0.554
C (-0.73, 5.70, -2.75)  -0.619
C (0.16, 4.98, -1.96)  0.229
H (2.35, 1.96, 1.46)  -0.157
H (3.17, 3.47, 1.33)  0.245
H (2.05, 5.27, 0.62)  0.315
H (0.09, 6.90, 0.83)  0.439
H (-1.47, 8.20, -0.59)  0.402
H (-2.00, 7.42, -2.87)  0.416
H (-0.94, 5.36, -3.75)  0.413
H (0.66, 4.10, -2.35)  0.566
N (0.22, -1.90, -0.10)  0.172
C (0.40, -3.03, -0.27)  0.322
N (0.60, -4.30, -0.49)  0.024
C (-0.51, -5.19, -0.86)  -0.692
C (-0.88, -6.09, 0.32)  -0.408
C (0.36, -6.83, 0.84)  -0.880
C (1.47, -5.84, 1.21)  -0.469
C (1.82, -4.95, 0.03)  -0.788
H (-0.18, -5.79, -1.71)  0.415
H (-1.35, -4.57, -1.18)  0.278
H (-1.65, -6.79, 0.00)  0.414
H (-1.30, -5.47, 1.12)  0.195
H (0.72, -7.51, 0.07)  0.343
H (0.09, -7.44, 1.70)  0.370
H (2.36, -6.38, 1.54)  0.395
H (1.14, -5.22, 2.05)  0.212
H (2.25, -5.54, -0.78)  0.413
H (2.53, -4.17, 0.30)  0.377
C (-5.15, -0.03, 1.69)  -1.374
C (-3.66, 0.24, 1.84)  -0.759
Sb (-2.53, 0.02, 0.03)  0.063
C (-3.30, -1.89, -0.58)  -0.869
C (-3.18, -2.95, 0.51)  -0.653
C (-3.77, 1.26, -1.20)  -0.941
C (-3.66, 2.74, -0.88)  -1.016
H (-5.66, 0.06, 2.65)  0.423
H (-5.36, -1.03, 1.30)  0.283
H (-5.62, 0.69, 1.01)  0.311
H (-3.22, -0.43, 2.59)  0.468
H (-3.49, 1.26, 2.20)  0.641
H (-2.76, -2.18, -1.48)  0.483
H (-4.35, -1.75, -0.87)  0.582
H (-2.14, -3.08, 0.82)  -0.193
H (-3.55, -3.92, 0.17)  0.487
H (-3.75, -2.68, 1.40)  0.342
H (-4.79, 0.89, -1.05)  0.650
H (-3.52, 1.06, -2.24)  0.743
H (-3.93, 2.95, 0.16)  0.282
H (-4.33, 3.33, -1.51)  0.423
H (-2.65, 3.12, -1.03)  0.079

(3)
Here is a 10-piece molecular cluster, C35H53N11O overall in a non-equilibrium geometry from OMol25. Energies are from wB97M-V/def2-TZVPD.

Highest occupied orbital energy = -8.8 eV
Structure (SMILES) = NCCCC[C@H]1NC(=O)C[C@@H]1CCCc1ccccc1.CC#N.CC#N.CC#N.CC#N.CC#N.CC#N.CC#N.CC#N.CC#N
LUMO = 0.24 eV
2S+1 = 1

Last column: Mulliken charge in e.
Element x y z (Å)
N (-0.20, 0.15, 1.04)  -0.604
C (-1.23, -0.53, 0.22)  -0.020
C (-1.36, 0.09, -1.18)  -1.010
C (-1.85, 1.55, -1.17)  -0.296
C (-3.29, 1.72, -0.60)  -1.062
C (-3.46, 3.09, 0.11)  -0.267
N (-4.64, 3.82, -0.45)  -0.689
C (-5.21, 4.55, 0.67)  0.497
O (-5.61, 5.68, 0.65)  -0.545
C (-5.20, 3.54, 1.84)  -1.191
C (-3.86, 2.82, 1.61)  0.251
C (-2.63, 3.20, 2.51)  -0.044
C (-2.93, 4.06, 3.75)  -1.585
C (-3.25, 5.54, 3.44)  -0.904
C (-2.15, 6.29, 2.71)  0.373
C (-2.54, 7.25, 1.80)  -0.330
C (-1.61, 8.01, 1.12)  -0.883
C (-0.28, 7.77, 1.38)  -0.387
C (0.12, 6.81, 2.25)  -0.576
C (-0.81, 6.05, 2.94)  0.231
H (-0.68, 0.51, 1.86)  0.342
H (0.12, 0.98, 0.57)  0.175
H (-0.92, -1.58, 0.07)  -0.215
H (-2.19, -0.52, 0.77)  0.315
H (-1.95, -0.54, -1.85)  0.450
H (-0.34, 0.11, -1.59)  0.390
H (-1.18, 2.17, -0.56)  0.074
H (-1.88, 1.88, -2.21)  0.347
H (-3.50, 0.87, 0.06)  0.346
H (-4.00, 1.70, -1.44)  0.432
H (-2.66, 3.80, -0.07)  0.808
H (-5.35, 3.14, -0.72)  0.374
H (-6.10, 2.93, 1.68)  0.401
H (-5.38, 4.03, 2.80)  0.275
H (-4.08, 1.79, 1.90)  0.784
H (-1.81, 3.64, 1.93)  0.232
H (-2.22, 2.25, 2.89)  0.109
H (-3.73, 3.65, 4.38)  0.452
H (-2.03, 4.06, 4.38)  0.511
H (-4.19, 5.70, 2.90)  0.316
H (-3.38, 6.04, 4.42)  0.425
H (-3.60, 7.41, 1.64)  0.338
H (-1.95, 8.77, 0.42)  0.418
H (0.45, 8.38, 0.85)  0.359
H (1.17, 6.63, 2.45)  0.380
H (-0.51, 5.30, 3.65)  0.192
C (2.22, 3.57, 2.79)  -0.491
C (1.72, 3.26, 1.45)  0.359
N (1.32, 3.02, 0.39)  -0.473
H (1.53, 4.24, 3.30)  -0.040
H (2.32, 2.65, 3.36)  0.257
H (3.19, 4.05, 2.71)  0.353
C (1.32, -4.16, 1.23)  -0.575
C (0.49, -3.91, 0.05)  0.388
N (-0.16, -3.73, -0.88)  -0.473
H (0.99, -3.52, 2.05)  0.344
H (1.22, -5.20, 1.54)  0.314
H (2.35, -3.95, 1.01)  0.020
C (0.78, -6.96, -2.96)  -0.560
C (1.38, -7.40, -1.70)  0.279
N (1.84, -7.73, -0.70)  -0.435
H (0.30, -7.79, -3.46)  0.367
H (0.04, -6.18, -2.77)  0.031
H (1.56, -6.56, -3.62)  0.289
C (3.12, 3.32, 6.68)  -0.601
C (3.65, 2.17, 5.95)  0.332
N (4.07, 1.27, 5.37)  -0.375
H (3.91, 4.04, 6.87)  0.261
H (2.33, 3.80, 6.10)  0.115
H (2.71, 3.00, 7.63)  0.292
C (4.48, -7.85, 2.24)  -0.842
C (4.04, -6.45, 2.38)  0.470
N (3.70, -5.36, 2.50)  -0.477
H (3.73, -8.51, 2.67)  0.272
H (4.61, -8.09, 1.19)  0.262
H (5.42, -7.98, 2.77)  0.337
C (-2.09, -4.70, -5.04)  -0.740
C (-1.59, -6.08, -5.05)  0.438
N (-1.20, -7.17, -5.06)  -0.524
H (-1.32, -4.03, -4.67)  0.328
H (-2.37, -4.41, -6.04)  0.206
H (-2.96, -4.63, -4.39)  0.292
C (4.97, -4.34, -0.80)  -0.549
C (6.21, -3.61, -1.05)  0.253
N (7.19, -3.05, -1.29)  -0.454
H (4.70, -4.27, 0.25)  0.220
H (4.17, -3.92, -1.41)  0.246
H (5.09, -5.39, -1.06)  0.249
C (-2.54, -1.58, -8.36)  -0.773
C (-2.59, -1.89, -6.93)  0.412
N (-2.63, -2.13, -5.81)  -0.411
H (-1.80, -0.81, -8.55)  0.270
H (-2.27, -2.48, -8.92)  0.278
H (-3.51, -1.23, -8.70)  0.270
C (6.82, -4.24, -4.91)  -0.850
C (5.42, -4.61, -4.72)  0.406
N (4.32, -4.90, -4.56)  -0.413
H (7.47, -5.00, -4.47)  0.264
H (7.04, -4.15, -5.97)  0.315
H (7.02, -3.29, -4.42)  0.276

(4)
Here is C35H54BrN3OP2Re as an isolated structure in a non-equilibrium geometry from OMol25. Energies are from wB97M-V/def2-TZVPD.

Highest occupied orbital energy (alpha / beta) = -18.4 / -18.9 eV
Net charge = +4
LUMO (alpha / beta) = -11.82 / -14.76 eV
2S+1 = 4

Last column: Löwdin spin population.
Element x y z (Å)
N (5.88, -1.25, 1.81)  0.676
C (4.76, -1.81, 2.30)  0.073
C (3.61, -2.00, 1.51)  0.043
C (3.68, -1.69, 0.14)  0.009
C (4.86, -1.12, -0.38)  0.058
C (5.94, -0.94, 0.50)  0.069
C (2.53, -1.92, -0.69)  -0.002
Re (-1.04, -0.53, -2.17)  0.700
P (-2.99, 0.41, -0.97)  0.101
C (2.25, -1.22, -1.82)  0.018
C (0.98, -1.48, -2.57)  -0.001
C (0.56, -0.66, -3.63)  0.014
C (-0.71, -0.79, -4.25)  -0.004
C (-1.63, -1.72, -3.71)  0.007
C (-1.25, -2.59, -2.69)  0.008
C (0.02, -2.41, -2.10)  0.005
Br (-3.61, -1.57, -4.23)  0.050
H (1.82, -2.65, -0.27)  0.000
H (2.93, -0.49, -2.29)  0.000
H (2.65, -2.31, 1.94)  0.005
H (4.92, -0.77, -1.42)  0.006
H (4.73, -2.12, 3.36)  0.012
H (6.90, -0.51, 0.14)  0.015
H (1.24, 0.10, -3.96)  0.001
H (0.29, -2.97, -1.23)  0.003
H (-0.97, -0.18, -5.10)  0.002
H (-1.94, -3.31, -2.27)  0.006
P (0.46, 1.47, -0.26)  0.002
C (-3.77, -1.23, -0.58)  0.043
C (-5.19, -1.40, -1.07)  0.012
H (-3.71, -1.31, 0.52)  0.001
H (-3.11, -2.01, -0.99)  0.009
H (-5.54, -2.38, -0.71)  0.002
H (-5.86, -0.62, -0.69)  0.000
H (-5.21, -1.43, -2.17)  0.001
C (-3.07, 1.43, -2.53)  0.019
C (-4.42, 2.06, -2.80)  0.008
H (-2.83, 0.76, -3.38)  0.005
H (-2.28, 2.19, -2.49)  0.000
H (-4.42, 2.38, -3.85)  0.000
H (-5.21, 1.31, -2.64)  0.001
H (-4.58, 2.93, -2.15)  0.001
C (-3.45, 1.45, 0.44)  0.006
C (-4.96, 1.56, 0.75)  0.002
H (-3.06, 2.45, 0.20)  0.000
H (-2.91, 1.07, 1.33)  0.001
H (-5.13, 2.34, 1.50)  0.000
H (-5.54, 1.81, -0.15)  0.000
H (-5.37, 0.63, 1.16)  0.000
C (0.37, 2.56, 1.29)  0.000
C (-0.95, 3.05, 1.83)  0.000
H (0.98, 3.45, 1.06)  0.000
H (0.88, 2.02, 2.10)  0.000
H (-0.74, 3.84, 2.55)  0.000
H (-1.60, 3.48, 1.07)  0.000
H (-1.49, 2.27, 2.38)  0.000
C (0.04, 2.87, -1.42)  0.001
C (0.52, 2.65, -2.84)  -0.002
H (0.49, 3.79, -1.02)  0.000
H (-1.05, 2.97, -1.36)  0.000
H (0.05, 3.39, -3.50)  0.000
H (1.60, 2.78, -2.91)  0.000
H (0.26, 1.66, -3.23)  -0.001
C (2.33, 1.72, -0.26)  0.000
C (3.09, 1.58, 1.06)  0.000
H (2.50, 2.74, -0.63)  0.000
H (2.75, 1.04, -1.00)  0.000
H (4.17, 1.62, 0.88)  0.000
H (2.87, 2.39, 1.76)  0.000
H (2.89, 0.63, 1.56)  0.000
C (1.39, 0.53, 7.28)  0.053
C (1.08, -0.91, 6.94)  0.065
N (1.06, -1.26, 5.52)  0.504
C (2.16, -2.15, 5.09)  0.050
C (2.03, -3.59, 5.57)  0.040
C (0.14, -0.70, 4.65)  -0.001
O (-0.47, 0.34, 4.93)  0.249
C (-0.18, -1.47, 3.38)  -0.004
C (-0.61, -2.80, 3.49)  -0.004
C (-0.99, -3.46, 2.33)  0.002
C (-0.88, -2.78, 1.10)  -0.005
N (-0.62, -1.47, 1.00)  0.013
C (-0.27, -0.83, 2.13)  -0.005
H (2.36, 0.83, 6.85)  0.002
H (1.46, 0.62, 8.37)  0.003
H (0.60, 1.20, 6.92)  0.000
H (1.85, -1.56, 7.37)  0.001
H (0.10, -1.19, 7.37)  0.027
H (2.24, -2.12, 3.99)  0.002
H (3.09, -1.72, 5.50)  0.018
H (1.08, -4.03, 5.25)  0.000
H (2.85, -4.17, 5.12)  0.003
H (2.11, -3.66, 6.67)  0.001
H (-0.63, -3.29, 4.47)  0.001
H (-1.34, -4.49, 2.33)  0.000
H (-1.05, -3.34, 0.18)  0.000
H (-0.03, 0.23, 2.03)  0.000